i | {
  "formula": "C2H3N3O3",
  "method": "ωB97M-V/def2-TZVPD",
  "orbital_gap_ev": 10.1448,
  "lumo_ev": 0.173,
  "homo_energy_ha": -0.366,
  "smiles": "[H]/N=c1/[nH]n(O)c(=O)o1",
  "symbols": ["H", "N", "C", "N", "N", "O", "C", "O", "O", "H", "H"],
  "positions_angstrom": [[-3.13, -0.83, -0.09], [-2.76, 0.07, -0.17], [-1.49, -0.11, 0.07], [-0.62, 1.04, 0.07], [0.79, 0.54, -0.33], [1.68, 1.38, 0.08], [0.87, -0.74, 0.04], [1.78, -1.47, -0.21], [-0.45, -1.07, 0.36], [-0.75, 1.77, -0.68], [1.58, 1.84, 1.04]],
  "nbo_charge": [0.3534, -0.6448, 0.6762, -0.5196, -0.0278, -0.5304, 0.8489, -0.5006, -0.5274, 0.3997, 0.4726]
}

ii | {
  "formula": "C2H3N3O3",
  "method": "ωB97M-V/def2-TZVPD",
  "orbital_gap_ev": 9.2459,
  "lumo_ev": -0.057,
  "homo_energy_ha": -0.342,
  "smiles": "O/N=c1\\ncon1O",
  "symbols": ["O", "N", "C", "N", "C", "O", "N", "O", "H", "H", "H"],
  "positions_angstrom": [[-2.89, -0.22, 0.07], [-1.74, -0.84, 0.17], [-0.61, -0.18, 0.02], [-0.29, 1.16, -0.22], [0.95, 1.29, -0.09], [1.49, 0.26, 0.61], [0.69, -0.82, 0.56], [1.41, -1.52, -0.52], [-2.58, 0.68, -0.08], [1.60, 2.16, -0.54], [1.95, -1.96, 0.01]],
  "nbo_charge": [-0.4658, -0.0674, 0.3280, -0.5533, 0.4124, -0.3463, 0.1044, -0.5659, 0.4619, 0.2322, 0.4598]
}

What should be chosen as the most stable of them? Choose i.

i | {
  "formula": "C2H3N3O3",
  "method": "ωB97M-V/def2-TZVPD",
  "orbital_gap_ev": 9.9124,
  "lumo_ev": -0.165,
  "homo_energy_ha": -0.370,
  "smiles": "Nn1[nH]oc(=O)c1=O",
  "symbols": ["N", "N", "N", "O", "C", "O", "C", "O", "H", "H", "H"],
  "positions_angstrom": [[-1.79, 0.30, 0.15], [-0.46, -0.10, 0.05], [-0.12, -1.43, 0.21], [1.21, -1.33, -0.18], [1.66, -0.01, -0.09], [2.81, 0.26, 0.29], [0.50, 0.75, -0.06], [0.65, 1.97, -0.12], [-2.16, 0.73, -0.62], [-1.75, 0.82, 1.00], [-0.53, -1.96, -0.63]],
  "nbo_charge": [-0.6391, -0.1117, -0.0820, -0.3594, 0.6621, -0.4731, 0.4527, -0.5645, 0.3810, 0.3813, 0.3527]
}

ii | {
  "formula": "C2H3N3O3",
  "method": "ωB97M-V/def2-TZVPD",
  "orbital_gap_ev": 9.6219,
  "lumo_ev": -0.429,
  "homo_energy_ha": -0.369,
  "smiles": "Nn1onc(O)c1=O",
  "symbols": ["N", "N", "O", "N", "C", "O", "C", "O", "H", "H", "H"],
  "positions_angstrom": [[2.03, -0.30, 0.32], [0.74, -0.51, -0.51], [0.20, -1.79, -0.16], [-1.23, -1.49, 0.21], [-1.39, -0.21, -0.10], [-2.57, 0.24, 0.10], [-0.06, 0.53, -0.41], [0.33, 1.66, -0.01], [1.62, 0.59, 1.05], [2.88, 0.13, -0.19], [-2.54, 1.14, -0.30]],
  "nbo_charge": [-0.6533, -0.0101, -0.1880, -0.1230, 0.3777, -0.5980, 0.5220, -0.5938, 0.3810, 0.3850, 0.5006]
}

What should be chosen as the most stable of them? Choose i.

i | {
  "formula": "C3H10N",
  "method": "ωB97M-V/def2-TZVPD",
  "orbital_gap_ev": 10.1209,
  "lumo_ev": -5.738,
  "total_charge": 1,
  "homo_energy_ha": -0.583,
  "symbols": ["C", "H", "H", "H", "H", "C", "C", "N", "H", "H", "H", "H", "H", "H"],
  "positions_angstrom": [[0.01, 0.88, -3.04], [0.84, 0.29, -3.57], [0.40, 1.55, -2.30], [-0.69, 0.09, -2.77], [-0.48, 1.49, -3.88], [0.70, 0.44, 0.64], [-0.39, -1.26, 2.02], [-0.43, -0.36, 1.08], [0.53, 1.56, 0.57], [1.11, 0.05, -0.32], [1.36, 0.38, 1.53], [0.68, -1.54, 2.23], [-1.34, -1.59, 2.50], [-1.29, -0.05, 0.77]],
  "nbo_charge": [-0.8838, 0.2299, 0.2028, 0.2085, 0.2438, -0.4624, 0.1254, -0.3714, 0.2744, 0.2676, 0.2307, 0.2429, 0.2648, 0.4268]
}

ii | {
  "formula": "C3H10N",
  "method": "ωB97M-V/def2-TZVPD",
  "orbital_gap_ev": 8.4065,
  "lumo_ev": -5.666,
  "total_charge": 1,
  "homo_energy_ha": -0.517,
  "symbols": ["C", "H", "H", "H", "H", "C", "C", "N", "H", "H", "H", "H", "H", "H"],
  "positions_angstrom": [[5.22, -3.50, 0.45], [6.00, -2.86, 0.88], [4.42, -2.81, 0.19], [4.80, -4.11, 1.25], [5.83, -4.05, -0.27], [-3.41, 1.45, 0.61], [-2.20, 2.20, -1.35], [-2.87, 2.49, -0.30], [-2.62, 0.99, 1.19], [-3.81, 0.69, -0.06], [-4.22, 1.86, 1.21], [-2.12, 1.16, -1.64], [-1.89, 3.04, -1.97], [-3.13, 3.46, -0.19]],
  "nbo_charge": [-0.8656, 0.2132, 0.2102, 0.2144, 0.2278, -0.4359, 0.1400, -0.3732, 0.2558, 0.2370, 0.2564, 0.2336, 0.2394, 0.4468]
}

What should be chosen as the most stable of them? Choose ii.

i | {
  "formula": "C3H10N",
  "method": "ωB97M-V/def2-TZVPD",
  "orbital_gap_ev": 10.5853,
  "lumo_ev": -3.895,
  "total_charge": 1,
  "homo_energy_ha": -0.532,
  "symbols": ["N", "H", "H", "H", "H", "C", "C", "C", "H", "H", "H", "H", "H", "H"],
  "positions_angstrom": [[0.62, 1.79, -0.93], [0.50, 0.98, -0.24], [0.17, 1.41, -1.76], [1.56, 2.11, -1.17], [0.18, 2.67, -0.64], [-0.57, -0.96, 1.63], [-0.54, -0.61, 0.17], [0.29, -1.13, -0.74], [0.20, -1.70, 1.85], [-1.55, -1.40, 1.83], [-0.38, -0.11, 2.29], [-1.39, -0.01, -0.18], [0.04, -1.08, -1.79], [0.85, -1.97, -0.32]],
  "nbo_charge": [-0.8975, 0.4785, 0.4469, 0.4544, 0.4482, -0.6578, -0.2014, -0.4304, 0.2290, 0.2518, 0.2308, 0.1969, 0.2179, 0.2325]
}

ii | {
  "formula": "C3H10N",
  "method": "ωB97M-V/def2-TZVPD",
  "orbital_gap_ev": 13.1632,
  "lumo_ev": -3.652,
  "total_charge": 1,
  "homo_energy_ha": -0.618,
  "smiles": "CC[NH2+]C",
  "symbols": ["C", "C", "N", "C", "H", "H", "H", "H", "H", "H", "H", "H", "H", "H"],
  "positions_angstrom": [[-1.76, -0.74, 0.20], [-0.44, -0.22, 0.80], [0.44, 0.08, -0.58], [1.62, 0.91, -0.24], [-1.50, -1.64, -0.36], [-2.30, -1.04, 1.21], [-2.43, -0.08, -0.46], [-0.48, 0.85, 1.24], [0.10, -1.14, 1.14], [-0.17, 0.58, -1.31], [0.84, -0.85, -0.90], [1.54, 1.64, 0.62], [1.92, 1.25, -1.24], [2.60, 0.39, -0.10]],
  "nbo_charge": [-0.6643, -0.1876, -0.5552, -0.4775, 0.2215, 0.2638, 0.2473, 0.2549, 0.2502, 0.4487, 0.4461, 0.2558, 0.2409, 0.2555]
}

iii | {
  "formula": "C3H10N",
  "method": "ωB97M-V/def2-TZVPD",
  "orbital_gap_ev": 8.6729,
  "lumo_ev": -5.741,
  "total_charge": 1,
  "homo_energy_ha": -0.530,
  "symbols": ["C", "H", "H", "H", "H", "C", "C", "N", "H", "H", "H", "H", "H", "H"],
  "positions_angstrom": [[-3.75, -3.28, 2.39], [-2.86, -3.65, 1.89], [-4.68, -3.69, 2.01], [-3.71, -3.47, 3.46], [-3.72, -2.23, 2.08], [2.00, 2.19, -0.30], [2.30, 1.09, -2.42], [1.87, 2.09, -1.74], [2.36, 3.16, 0.04], [1.04, 1.97, 0.17], [2.73, 1.46, 0.05], [2.97, 0.39, -1.94], [1.94, 1.08, -3.44], [1.50, 2.88, -2.24]],
  "nbo_charge": [-0.8523, 0.2075, 0.2193, 0.2200, 0.2054, -0.4499, 0.1410, -0.3717, 0.2573, 0.2590, 0.2368, 0.2403, 0.2408, 0.4465]
}

What should be chosen as the most stable of them? Choose i.

i | {
  "formula": "C4H13N2O2",
  "method": "ωB97M-V/def2-TZVPD",
  "orbital_gap_ev": 10.2960,
  "lumo_ev": -3.209,
  "total_charge": 1,
  "homo_energy_ha": -0.496,
  "symbols": ["O", "C", "C", "N", "H", "H", "H", "H", "H", "C", "O", "C", "N", "H", "H", "H", "H", "H", "H", "H", "H"],
  "positions_angstrom": [[0.02, 1.34, -1.31], [0.97, 2.08, -1.14], [2.27, 1.70, -0.48], [3.31, 1.84, -1.51], [0.92, 3.11, -1.50], [2.46, 2.47, 0.26], [2.20, 0.73, 0.03], [4.22, 1.69, -1.10], [3.21, 1.11, -2.22], [-1.97, -2.28, 1.32], [-2.56, -1.98, 2.56], [-1.48, -0.94, 0.79], [-0.54, -1.11, -0.36], [-2.69, -2.73, 0.63], [-1.13, -2.98, 1.42], [-3.02, -2.75, 2.90], [-2.31, -0.33, 0.46], [-0.94, -0.42, 1.58], [-0.95, -1.65, -1.13], [0.30, -1.60, -0.06], [-0.25, -0.15, -0.74]],
  "nbo_charge": [-0.5877, 0.4980, -0.3369, -0.8023, 0.1607, 0.2393, 0.1686, 0.3812, 0.3611, -0.0755, -0.7004, -0.2363, -0.6996, 0.1801, 0.1631, 0.4940, 0.2347, 0.2325, 0.4307, 0.4228, 0.4719]
}

ii | {
  "formula": "C4H13N2O2",
  "method": "ωB97M-V/def2-TZVPD",
  "orbital_gap_ev": 10.0717,
  "lumo_ev": -3.424,
  "total_charge": 1,
  "homo_energy_ha": -0.496,
  "symbols": ["O", "C", "C", "C", "C", "N", "N", "H", "H", "H", "H", "H", "H", "H", "H", "H", "H", "H", "H", "H", "O"],
  "positions_angstrom": [[-0.36, 2.50, 2.43], [-0.99, 1.59, 2.05], [-0.28, 0.58, 0.99], [-1.36, -0.38, 0.37], [-0.72, -1.69, 0.03], [0.51, -1.26, -0.62], [0.50, 1.26, -0.07], [-1.93, 1.26, 2.55], [0.31, -0.11, 1.72], [-1.74, 0.21, -0.49], [-2.27, -0.59, 1.11], [-1.26, -2.36, -0.70], [-0.49, -2.15, 1.05], [1.28, -1.84, -0.76], [0.18, -0.82, -1.60], [-0.04, 1.74, -0.82], [0.96, 2.09, 0.45], [1.24, 0.63, -0.39], [1.97, 0.46, -2.90], [2.36, -1.00, -2.29], [2.14, -0.13, -2.12]],
  "nbo_charge": [-0.4750, 0.4354, -0.1668, -0.4161, -0.2381, -0.8882, -0.7266, 0.1575, 0.2689, 0.1981, 0.2480, 0.2189, 0.2086, 0.3815, 0.3665, 0.4424, 0.4524, 0.5115, 0.5054, 0.4919, -0.9765]
}

iii | {
  "formula": "C4H13N2O2",
  "method": "ωB97M-V/def2-TZVPD",
  "orbital_gap_ev": 6.8210,
  "lumo_ev": -6.674,
  "total_charge": 1,
  "homo_energy_ha": -0.496,
  "symbols": ["C", "C", "C", "C", "N", "O", "N", "H", "H", "H", "H", "H", "H", "H", "H", "H", "H", "H", "H", "H", "O"],
  "positions_angstrom": [[0.46, -0.83, -0.13], [0.61, 0.59, -0.84], [0.13, 1.59, 0.04], [-1.27, 2.02, 0.13], [-1.39, 3.38, -0.41], [-2.13, 1.12, -0.47], [1.31, -0.85, 1.03], [0.81, -1.52, -0.90], [-0.58, -1.04, 0.06], [0.07, 0.53, -1.78], [1.66, 0.72, -1.08], [0.82, 2.05, 0.74], [-1.54, 2.05, 1.19], [-1.44, 4.08, 0.33], [-0.64, 3.66, -1.04], [-2.49, 1.52, -1.28], [1.45, -1.70, 1.57], [1.07, -0.10, 1.67], [0.55, -6.08, 0.97], [1.39, -5.75, -0.34], [1.13, -5.45, 0.53]],
  "nbo_charge": [-0.1330, -0.5642, 0.3448, 0.1021, -0.7569, -0.6853, -0.8268, 0.2345, 0.2052, 0.2819, 0.2777, 0.2237, 0.2396, 0.4049, 0.3852, 0.5064, 0.4142, 0.3457, 0.4825, 0.4793, -0.9614]
}

What should be chosen as the most stable of them? Choose i.